DFT (ωB97M-V/def2-TZVPD) results for a 11-piece molecular cluster, C54H124N6O11 overall at a distorted geometry.

Relative energy (zero: lowest compared OMol25 entry of this formula, charge and spin) ... 5.523 eV
Total charge ... 0
Molecular weight ... 1033.62 g/mol
Kohn-Sham gap ... 7.7 eV
HOMO ... -7.51 eV
Structure (SMILES) ... CC1(C)CCCC(C)(C)N1O.CC1(C)CCCC(C)(C)N1O.CC1(C)CCCC(C)(C)N1O.CC1(C)CCCC(C)(C)N1O.CC1(C)CCCC(C)(C)N1O.CC1(C)CCCC(C)(C)N1O.O.O.O.O.O
Electronic energy ... -3287.5850 Ha

```
195
C54H124N6O11 | the OMol25 dataset | ωB97M-V/def2-TZVPD
C -2.36 -7.21 -3.34
C -1.58 -8.24 -2.50
C -2.39 -9.38 -1.95
C -0.54 -8.70 -3.54
C 0.52 -9.60 -2.99
C 1.33 -8.86 -1.84
C 0.30 -8.19 -0.79
C -0.11 -9.32 0.22
C 1.11 -7.05 -0.03
N -0.89 -7.56 -1.42
O -1.76 -6.86 -0.53
H -1.70 -6.41 -3.65
H -2.64 -7.65 -4.29
H -3.26 -6.82 -2.86
H -2.82 -10.05 -2.69
H -1.74 -10.05 -1.40
H -3.08 -8.94 -1.23
H -1.15 -9.39 -4.12
H -0.14 -7.97 -4.24
H 0.18 -10.56 -2.62
H 1.26 -9.70 -3.79
H 1.90 -8.06 -2.31
H 1.96 -9.54 -1.27
H 0.29 -10.28 -0.10
H -1.14 -9.24 0.56
H 0.53 -9.21 1.09
H 2.17 -7.29 -0.12
H 0.81 -7.09 1.02
H 0.92 -6.15 -0.62
H -1.69 -5.97 -0.88
C 2.38 4.67 2.88
C 0.81 4.81 3.05
C 0.05 5.07 1.66
C 0.51 3.36 3.50
C -0.83 3.18 4.18
C -1.13 4.24 5.28
C -0.82 5.68 4.91
C -2.10 6.08 4.01
C -0.93 6.44 6.27
N 0.49 5.75 4.15
O 0.73 7.00 3.69
H 2.80 3.78 2.41
H 2.76 5.49 2.25
H 2.77 4.65 3.89
H -0.98 4.73 1.59
H -0.04 6.11 1.36
H 0.66 4.63 0.88
H 0.44 2.72 2.61
H 1.22 2.92 4.20
H -1.69 2.99 3.54
H -0.78 2.16 4.57
H -0.51 3.98 6.13
H -2.14 4.04 5.64
H -2.26 5.44 3.15
H -2.02 7.07 3.57
H -3.04 6.08 4.56
H -0.86 7.53 6.18
H -0.14 6.07 6.92
H -1.88 6.13 6.71
H 1.54 7.28 4.12
C -5.49 1.68 0.29
C -5.27 2.97 0.89
C -5.08 2.78 2.39
C -3.97 3.48 0.29
C -3.70 5.02 0.41
C -4.91 5.71 -0.15
C -6.22 5.42 0.62
C -6.25 6.01 2.09
C -7.32 6.08 -0.29
N -6.38 3.94 0.60
O -7.59 3.46 1.02
H -5.70 1.65 -0.78
H -4.61 1.07 0.49
H -6.34 1.22 0.81
H -4.39 3.46 2.88
H -5.95 2.69 3.04
H -4.46 1.90 2.59
H -3.15 2.86 0.66
H -3.91 3.41 -0.80
H -3.65 5.23 1.48
H -2.86 5.37 -0.19
H -5.14 5.27 -1.12
H -4.73 6.78 -0.24
H -6.25 7.10 2.09
H -5.37 5.64 2.63
H -7.04 5.58 2.70
H -7.15 5.86 -1.34
H -7.13 7.15 -0.27
H -8.33 5.88 0.06
H -8.11 3.42 0.22
C 3.39 0.21 -7.26
C 2.63 0.06 -5.92
C 1.27 -0.59 -6.27
C 3.35 -0.94 -5.03
C 4.53 -0.37 -4.22
C 4.07 0.79 -3.38
C 3.38 1.93 -4.34
C 2.63 2.85 -3.34
C 4.41 2.68 -5.08
N 2.34 1.36 -5.26
O 1.56 2.23 -6.05
H 4.32 0.76 -7.14
H 3.75 -0.73 -7.67
H 2.82 0.65 -8.08
H 0.54 -0.49 -5.47
H 0.74 -0.27 -7.17
H 1.30 -1.64 -6.55
H 2.66 -1.36 -4.29
H 3.74 -1.75 -5.65
H 5.16 -1.04 -3.63
H 5.26 -0.06 -4.97
H 4.95 1.28 -2.97
H 3.35 0.49 -2.62
H 2.25 3.79 -3.73
H 3.38 3.14 -2.60
H 1.86 2.29 -2.81
H 4.98 3.23 -4.34
H 4.15 3.42 -5.84
H 5.25 2.19 -5.57
H 0.75 1.77 -5.82
C -0.79 -2.32 -3.20
C -1.09 -2.78 -1.79
C -2.18 -3.92 -2.04
C 0.16 -3.42 -1.22
C 1.27 -2.47 -0.82
C 0.67 -1.33 0.08
C -0.58 -0.56 -0.54
C -1.17 0.12 0.79
C -0.29 0.51 -1.67
N -1.49 -1.61 -1.03
O -2.76 -1.12 -1.34
H 0.19 -1.85 -3.28
H -0.71 -3.10 -3.97
H -1.48 -1.54 -3.51
H -1.90 -4.89 -2.46
H -2.73 -4.10 -1.12
H -2.93 -3.72 -2.81
H -0.17 -3.93 -0.31
H 0.46 -4.26 -1.84
H 2.04 -3.03 -0.28
H 1.74 -1.99 -1.67
H 1.49 -0.65 0.29
H 0.48 -1.70 1.09
H -2.19 0.47 0.67
H -0.53 0.95 1.11
H -1.28 -0.67 1.54
H -1.18 0.69 -2.27
H 0.53 0.17 -2.30
H 0.11 1.43 -1.24
H -3.33 -1.42 -0.62
C 6.35 0.20 7.12
C 5.26 0.56 6.02
C 3.94 0.01 6.54
C 5.17 2.04 5.92
C 4.58 2.58 4.58
C 5.32 1.92 3.35
C 5.29 0.32 3.33
C 3.76 -0.12 3.02
C 6.23 -0.09 2.08
N 5.71 -0.08 4.71
O 6.07 -1.36 4.82
H 6.36 0.67 8.10
H 6.32 -0.85 7.42
H 7.36 0.23 6.71
H 3.13 0.22 5.84
H 3.86 -1.07 6.65
H 3.57 0.50 7.43
H 4.84 2.55 6.83
H 6.21 2.31 5.74
H 3.50 2.40 4.58
H 4.68 3.67 4.62
H 6.31 2.36 3.27
H 4.86 2.41 2.49
H 3.74 -0.27 1.94
H 3.01 0.59 3.36
H 3.63 -1.15 3.37
H 7.31 0.03 2.13
H 5.82 0.57 1.31
H 6.10 -1.16 1.88
H 6.97 -1.22 5.11
O -2.85 -2.99 1.67
H -2.45 -2.81 0.82
H -3.30 -2.18 1.91
O -1.10 1.63 -5.34
H -1.90 1.17 -5.08
H -1.27 1.93 -6.23
O -5.46 -1.57 0.86
H -6.22 -1.72 0.29
H -5.82 -1.08 1.60
O -3.18 0.45 -4.24
H -2.94 -0.13 -3.51
H -3.98 0.89 -3.94
O -0.98 -4.33 -5.94
H -1.46 -4.87 -6.57
H -0.33 -3.86 -6.46
```